Here is one molecule with the formula C6H6 from the OMol25 dataset. Energies are from ωB97M-V/def2-TZVPD.

Bonds (Å) are listed after each position.
Atoms and positions in Å:
1 C -0.755 2.773 1.419  C2 1.202, H7 1.063
2 C -1.075 1.942 0.611  C1 1.202, C3 1.467
3 C -1.059 1.133 -0.613  C2 1.467, C4 1.476, H8 1.095, H9 1.096
4 C -0.427 -0.192 -0.465  C3 1.476, C5 1.207
5 C 0.094 -1.274 -0.339  C4 1.207, C6 1.470
6 C 0.770 -2.571 -0.193  C5 1.470, H10 1.095, H11 1.095, H12 1.096
7 H -0.311 3.570 1.966  C1 1.063
8 H -2.018 1.054 -1.137  C3 1.095
9 H -0.462 1.830 -1.211  C3 1.096
10 H 1.681 -2.472 0.407  C6 1.095
11 H 0.129 -3.311 0.298  C6 1.095
12 H 1.059 -2.978 -1.168  C6 1.096

Results
**Relative energy (zero: lowest compared OMol25 entry of this formula, charge and spin)**: 381.6 kJ/mol
**HOMO-LUMO gap**: 10.5 eV
**Spin multiplicity**: 1
**E_LUMO**: 0.9527 eV
**Calculated total energy**: -232.08100 hartree
**HOMO**: -9.53 eV